Formula: C4H7NO
Source: the OMol25 dataset
Level of theory: wB97M-V/def2-TZVPD

Geometry as XYZ:
```
13
C4H7NO, DFT wB97M-V/def2-TZVPD
C -0.213 -0.899 -0.841
C -1.222 -0.452 -0.090
C -1.748 0.867 -0.314
N -2.110 1.944 -0.537
H 0.267 -1.850 -0.641
H 0.088 -0.350 -1.725
H -1.694 -1.057 0.675
H 0.283 0.052 1.870
H -0.445 -0.075 1.776
C 1.677 0.450 -0.052
O 1.877 0.200 1.113
H 2.166 -0.144 -0.843
H 1.073 1.314 -0.390
```

## Properties
Energy relative to the best compared isomer or geometry (same formula, charge and spin) ... 4.2944 eV
SMILES ... C=CC#N.[H][H].C=O
Electronic energy ... -7795.350 eV
Orbital gap ... 10.1 eV
Charge ... 0
HOMO energy ... -10.35 eV

Want to see where the charge sits? The Löwdin charges in e are: C -0.036; C -0.231; C -0.239; N 0.159; H 0.094; H 0.087; H 0.101; H 0.083; H 0.064; C -0.207; O -0.064; H 0.092; H 0.097